1.
16
Properties=species:S:1:pos:R:3:lowdin_charge:R:1 method="wB97M-V/def2-TZVPD" e_homo_ev=-10.7 orbital_gap_ev=11.31 lumo_energy_ev=0.614 e_tot_ev=-54367.5133 relative_energy_kj_mol=44.8 smiles=ClCCCl.ClCCCl
Cl 4.646 -1.683 -2.653 0.54
C 4.033 -1.715 -1.008 -0.68
C 2.540 -2.176 -0.918 -0.65
Cl 1.536 -0.981 -1.739 0.54
H 4.224 -0.745 -0.550 0.07
H 4.748 -2.403 -0.556 0.06
H 2.323 -2.244 0.148 0.07
H 2.267 -3.130 -1.370 0.06
Cl -4.980 2.925 0.586 0.56
C -3.300 2.443 0.598 -0.72
C -3.072 1.428 1.651 -0.68
Cl -3.744 -0.140 1.139 0.54
H -2.730 3.356 0.772 0.07
H -3.085 2.086 -0.409 0.07
H -3.413 1.706 2.648 0.08
H -1.993 1.273 1.661 0.07

---

2.
16
Properties=species:S:1:pos:R:3:lowdin_charge:R:1 method="wB97M-V/def2-TZVPD" e_homo_ev=-5.0 total_charge=-1 orbital_gap_ev=8.30 lumo_energy_ev=3.312 e_tot_ev=-22925.1745 relative_energy_kj_mol=84.3
Cl -0.209 0.319 -0.039 -0.67
O -0.973 -3.180 1.728 -0.08
H -1.112 -2.830 2.608 0.02
H -0.914 -2.405 1.168 -0.02
O 3.256 2.809 0.223 -0.07
H 3.824 2.564 0.954 0.02
H 2.546 2.168 0.247 0.00
O -3.045 0.735 3.776 -0.06
H -3.985 0.611 3.639 0.02
H -2.663 0.654 2.902 0.02
O -0.922 1.388 -3.915 -0.08
H -1.801 1.042 -4.065 0.02
H -0.719 1.147 -3.011 -0.02
O 2.353 -2.012 -1.911 -0.08
H 1.834 -1.317 -1.506 -0.03
H 2.530 -1.694 -2.796 0.02

---

3.
57
Properties=species:S:1:pos:R:3:lowdin_charge:R:1 method="wB97M-V/def2-TZVPD" e_homo_ev=-2.4 total_charge=-2 orbital_gap_ev=6.65 lumo_energy_ev=4.209 e_tot_ev=-197968.4939 relative_energy_kj_mol=0.0
Sr 1.570 1.018 1.721 1.31
C 3.196 -2.149 2.583 -0.11
C 1.863 -2.533 2.650 -0.10
C 1.255 -3.129 1.551 -0.12
C 1.985 -3.347 0.392 -0.12
C 3.316 -2.956 0.323 -0.13
C 3.919 -2.343 1.412 -0.10
H 3.658 -1.669 3.438 0.10
H 1.296 -2.356 3.556 0.10
H 0.205 -3.385 1.577 0.07
H 1.492 -3.763 -0.477 0.10
H 3.867 -3.084 -0.601 0.10
H 4.947 -2.006 1.353 0.10
C -2.499 0.577 3.480 -0.02
C -1.204 1.362 3.267 -0.52
C -1.046 2.509 4.250 -0.03
O -0.146 0.397 3.474 -0.19
C -1.341 1.919 1.801 -0.66
O -2.171 2.827 1.683 0.00
O -0.706 1.344 0.866 -0.25
H -2.535 0.189 4.502 0.08
H -2.528 -0.259 2.779 0.08
H -3.358 1.223 3.302 0.08
H -1.057 2.131 5.277 0.09
H -1.864 3.212 4.110 0.08
H -0.100 3.032 4.087 0.07
H 0.526 0.758 4.093 -0.04
Se 1.649 -0.009 -1.310 0.23
P -0.441 -0.480 -1.678 0.10
Se -1.618 -1.665 -0.340 0.22
C -0.479 -1.444 -3.252 -0.42
C 0.655 -2.022 -3.806 -0.12
C 0.560 -2.807 -4.950 -0.11
C -0.669 -3.009 -5.558 -0.12
C -1.807 -2.422 -5.015 -0.10
C -1.713 -1.652 -3.868 -0.12
C -1.303 1.042 -2.208 -0.40
C -2.425 1.505 -1.536 -0.11
C -3.063 2.659 -1.972 -0.08
C -2.592 3.340 -3.084 -0.11
C -1.468 2.877 -3.757 -0.10
C -0.819 1.735 -3.314 -0.11
H 1.613 -1.850 -3.331 0.04
H 1.454 -3.258 -5.365 0.09
H -0.744 -3.621 -6.450 0.09
H -2.773 -2.573 -5.484 0.09
H -2.602 -1.214 -3.430 0.10
H -2.767 0.977 -0.657 0.07
H -3.912 3.036 -1.417 0.10
H -3.089 4.244 -3.418 0.09
H -1.087 3.414 -4.618 0.09
H 0.076 1.385 -3.815 0.10
O 2.277 3.196 2.705 -0.58
S 3.450 2.559 3.361 -0.04
O 3.957 1.520 2.423 -0.59
O 4.478 3.495 3.762 -0.42
S 2.662 1.522 4.936 0.16

---

4.
13
Properties=species:S:1:pos:R:3:lowdin_charge:R:1 method="wB97M-V/def2-TZVPD" e_homo_ev=-8.5 orbital_gap_ev=9.47 lumo_energy_ev=0.927 e_tot_ev=-7691.6183 relative_energy_kj_mol=295.3
C 1.563 -0.568 -0.616 -0.01
C -0.611 -1.228 0.606 -0.23
C 0.115 1.771 -1.002 -0.05
H 2.051 -0.533 0.233 0.03
H 1.797 0.241 -1.277 0.05
H 1.621 -1.513 -1.079 0.08
H -0.271 -2.254 0.400 0.11
H -1.712 0.153 1.512 0.02
H 0.094 2.825 -1.164 0.07
H 0.417 1.071 -1.847 0.09
N 0.117 -0.269 -0.221 -0.21
N -1.432 -0.828 1.525 0.06
N -0.170 1.119 0.025 0.01

---

5.
18
Properties=species:S:1:pos:R:3:lowdin_charge:R:1 method="wB97M-V/def2-TZVPD" e_homo_ev="-9.5 / -7.7" orbital_gap_ev="7.62 / 4.57" lumo_energy_ev="-1.841 / -3.097" e_tot_ev=-97552.9450 relative_energy_kj_mol=291.3
C -1.525 -1.474 1.602 -0.05
C -0.883 -0.291 1.975 -0.10
C -1.426 -1.892 0.258 -0.08
C -0.105 0.406 1.141 -0.11
C -0.524 -1.258 -0.540 -0.21
C 0.202 -0.146 -0.096 -0.40
C 2.096 2.059 -0.866 -0.27
P 1.156 0.624 -1.495 0.46
S 1.953 -0.697 -2.617 0.28
Br -2.434 0.681 -2.808 -0.16
H -2.284 -1.919 2.259 0.11
H -0.901 0.020 3.001 0.10
H -1.842 -2.866 0.114 0.10
H 0.254 1.401 1.361 0.11
H -0.290 -1.787 -1.526 0.09
H 2.357 1.721 0.067 -0.01
H 2.872 2.650 -1.352 0.06
H 1.324 2.767 -0.480 0.06

---

6.
8
Properties=species:S:1:pos:R:3:lowdin_charge:R:1 method="wB97M-V/def2-TZVPD" e_homo_ev="-7.2 / -7.2" orbital_gap_ev="5.80 / 5.80" lumo_energy_ev="-1.430 / -1.430" e_tot_ev=-20431.7673 relative_energy_kj_mol=369.9
N -1.804 -0.897 0.070 -0.38
N 1.968 0.475 0.672 -0.10
P -1.013 -0.474 1.470 0.38
I -0.293 -2.650 2.192 0.31
H -1.643 -1.755 -0.435 0.02
H -2.192 -0.147 -0.479 0.03
H 1.685 0.814 -0.247 -0.13
H 2.035 1.302 1.263 -0.12